Here is C4H3NOS in the gas phase from OMol25. Energies are from the ωB97M-V functional and the def2-TZVPD basis.

Values from the calculation:
SMILES	C#CC1=NOCS1
energy above the lowest of the compared OMol25 structures with the same formula, charge and spin	5.0099	eV

Atoms and positions in Å:
C -1.71740 0.39779 2.49781
C -1.06394 -0.22685 1.47226
C -0.37823 -0.24588 0.31503
C 1.31274 -0.11484 -1.62485
H -2.11347 0.68550 3.58021
H 1.79367 -1.08942 -1.93973
H 1.88204 0.73135 -1.87372
N -1.04870 -0.19920 -0.77414
O -0.05727 0.08074 -1.89812
S 1.39058 -0.01919 0.24523

Here is C4H3NS in the gas phase from OMol25. Energies are from the ωB97M-V functional and the def2-TZVPD basis.

Values from the calculation:
energy above the lowest of the compared OMol25 structures with the same formula, charge and spin	4.5966	eV

Atoms and positions in Å:
C -1.42867 -3.49291 -1.25617
C -0.98821 -2.40490 -0.63562
C -0.56969 -0.96398 0.24767
C -0.14485 -0.07046 -0.96611
N -0.48634 -0.90071 1.47841
S 0.00736 -1.60216 -2.06228
H -0.91725 0.52419 -1.41387
H 0.75630 0.62991 -0.85060
H -0.09681 -0.00251 1.82664

Here is C4H3NS2 in the gas phase from OMol25. Energies are from the ωB97M-V functional and the def2-TZVPD basis.

Values from the calculation:
SMILES	N#C/C=C\C(=S)S
energy above the lowest of the compared OMol25 structures with the same formula, charge and spin	0.4253	eV

Atoms and positions in Å:
C 1.22149 -0.27086 0.03449
C 0.40020 0.92954 0.05398
C -0.97775 0.97123 -0.03647
C -1.93427 -0.07476 -0.12233
H 1.42068 -2.53231 0.43861
H 0.88670 1.87473 0.22454
H -1.47374 1.96658 -0.16441
N -2.77257 -0.88216 -0.19622
S 0.37733 -1.82529 -0.04498
S 2.85194 -0.15671 -0.18721

Here is 2 unconnected molecules or ions with the total composition C4H3O2 from OMol25. Energies are from the ωB97M-V functional and the def2-TZVPD basis.

Values from the calculation:
charge	-1
energy above the lowest of the compared OMol25 structures with the same formula, charge and spin	1.5099	eV

Atoms and positions in Å:
C 0.27720 -0.78177 -1.37799
C -1.29791 0.86448 1.76289
C 1.43518 -0.99145 -1.69186
C -0.23763 0.61084 1.08070
O -2.28490 1.06530 2.35943
O 2.63270 -1.07169 -1.73518
H -0.79893 -0.70801 -1.77385
H 0.59408 1.16935 1.08337
H -0.31979 -0.15705 0.29249

Here is a molecular structure, C4H3O2S from OMol25. Energies are from the ωB97M-V functional and the def2-TZVPD basis.

Values from the calculation:
charge	-1
energy above the lowest of the compared OMol25 structures with the same formula, charge and spin	0.3340	eV

Atoms and positions in Å:
C 1.91224 -0.05527 0.05454
C 0.71392 0.47565 0.12955
C -0.72323 -0.54792 0.28694
C -1.86791 -0.07702 -0.51570
O -0.69854 -1.41902 1.12599
O -2.36173 -0.55774 -1.51828
S -2.32054 1.24424 0.44788
H 2.79297 0.53860 -0.17018
H 2.07668 -1.10582 0.23783
H 0.47614 1.50432 -0.07858

Here is a molecular structure, C4H3O2Tm from OMol25. Energies are from the ωB97M-V functional and the def2-TZVPD basis.

Values from the calculation:
multiplicity	4
charge	+1
expectation value of S²	3.812
energy above the lowest of the compared OMol25 structures with the same formula, charge and spin	3.4727	eV

Atoms and positions in Å:
O 1.84653 -1.50956 -0.26567
C 0.79239 -1.12628 -0.97653
C -0.29836 -0.45874 -0.44412
C -0.19278 0.81949 0.14902
C -1.27143 1.49323 0.73917
O -2.04400 1.05864 1.64275
H -1.25845 -1.01017 -0.44839
H -1.40181 2.56193 0.44207
Tm 3.01611 0.53845 0.15374
H 0.81179 -2.36698 -0.99204

Here is 2 unconnected molecules or ions with the total composition C4H3O3 from OMol25. Energies are from the ωB97M-V functional and the def2-TZVPD basis.

Values from the calculation:
charge	-1
energy above the lowest of the compared OMol25 structures with the same formula, charge and spin	4.1758	eV

Atoms and positions in Å:
C 0.20372 0.38206 -0.04380
C -1.06137 0.13101 0.01337
C 1.34299 -0.65925 0.07807
C -2.29680 -0.31504 -0.02262
O 2.43098 -0.37207 0.54005
O 0.86418 -1.72968 -0.32103
O 1.79809 2.18478 -0.26709
H -2.75918 -0.58927 -0.96215
H -2.85933 -0.51731 0.87704
H 2.33672 1.48477 0.10817

Here is a gas-phase ion, C4H3O3S (charge -1) from OMol25. Energies are from the ωB97M-V functional and the def2-TZVPD basis.

Values from the calculation:
SMILES	O=C=C([S-])/C(O)=C/O
charge	-1
energy above the lowest of the compared OMol25 structures with the same formula, charge and spin	1.6891	eV

Atoms and positions in Å:
C -1.88546 -0.04315 -0.82538
C -2.52246 -1.13946 -1.15475
C -0.52907 0.08834 -0.26765
C 0.20721 -0.93560 0.10547
O -3.18479 -2.09365 -1.52076
O -0.14666 1.32444 -0.05008
O 1.49127 -0.58145 0.59805
S -2.72561 1.49075 -1.12650
H 0.01652 -1.97758 0.42642
H 1.39973 0.34132 0.99291
H -0.92074 1.87334 -0.40216

Number 1: electronic energy -18563.243 eV. Number 2: electronic energy -16515.653 eV. Number 3: electronic energy -27355.339 eV. Number 4: electronic energy -8289.326 eV. Number 5: electronic energy -19126.838 eV. Number 6: electronic energy -37805.243 eV. Number 7: electronic energy -10334.958 eV. Number 8: electronic energy -21173.858 eV.